*1*
Here is 2 unconnected molecules or ions with the total composition C4H12OS2 from the Open Molecules 2025 dataset. Energies are from wB97M-V/def2-TZVPD.

Structure (XYZ):
```
19
Properties=species:S:1:pos:R:3:nbo_charge:R:1
C 1.8037 -1.8921 -0.0850 -0.62
C 2.1820 -0.6521 -0.8817 -0.41
C 0.9552 0.0349 -1.5377 -0.54
S 0.1632 1.1971 -0.3790 0.09
S -1.7809 0.6930 -0.5109 0.08
C -1.9986 -0.8950 0.3216 -0.76
H 1.0286 -1.6058 0.6398 0.22
H 1.4305 -2.7394 -0.6598 0.20
H 2.6320 -2.2631 0.5346 0.21
H 2.5914 0.0856 -0.2194 0.21
H 2.7848 -0.9532 -1.7255 0.21
H 1.2860 0.4733 -2.4947 0.22
H 0.1790 -0.6006 -1.9451 0.22
H -1.2413 -1.5880 0.0078 0.22
H -1.9983 -0.8186 1.4101 0.22
H -2.9594 -1.2934 -0.0257 0.23
O -0.0095 -0.0801 2.9085 -0.94
H -0.4541 0.7209 2.6108 0.48
H -0.5860 -0.4873 3.5777 0.47
```

Its HOMO-LUMO gap is 0.340 Eh. The multiplicity is 1. As for the charge: 0. The highest occupied orbital energy is -8.56 eV. Its structure (SMILES) is CCCSSC.O.

*2*
Here is 2 unconnected molecules or ions with the total composition C4H12OS2 from the Open Molecules 2025 dataset. Energies are from wB97M-V/def2-TZVPD.

Structure (XYZ):
```
19
Properties=species:S:1:pos:R:3:nbo_charge:R:1
C -1.2787 -0.9786 -2.0371 -0.62
C -0.2239 -0.3189 -2.9415 -0.56
S 0.4198 1.1693 -2.1305 0.09
S 2.1551 0.7009 -1.1725 0.08
C 1.6352 -0.1735 0.3952 -0.52
C 0.4215 0.4519 1.0602 -0.63
H -0.7834 -1.6458 -1.3119 0.20
H -1.9856 -1.5750 -2.6381 0.21
H -1.8473 -0.2145 -1.4808 0.21
H 0.5618 -1.0439 -3.2289 0.23
H -0.7737 -0.0367 -3.8599 0.22
H 1.5059 -1.2576 0.2123 0.21
H 2.4898 -0.0485 1.0876 0.22
H 0.7133 1.4886 1.2985 0.22
H 0.0950 -0.0441 1.9897 0.20
H -0.4287 0.4783 0.3581 0.22
O -1.2046 1.2405 4.9134 -0.94
H -1.1622 0.6021 4.1657 0.47
H -0.3094 1.2054 5.3205 0.47
```

Its HOMO-LUMO gap is 0.349 Eh. The multiplicity is 1. As for the charge: 0. The highest occupied orbital energy is -8.84 eV. Its structure (SMILES) is CCSSCC.O.

*3*
Here is 2 unconnected molecules or ions with the total composition C4H12OS2 from the Open Molecules 2025 dataset. Energies are from wB97M-V/def2-TZVPD.

Structure (XYZ):
```
19
Properties=species:S:1:pos:R:3:nbo_charge:R:1
C -1.0021 -0.6662 -2.5329 -0.61
C -0.4599 -0.7361 -0.9847 -0.43
C -1.3925 0.0398 -0.1430 -0.54
S -0.9558 1.7878 0.0578 0.10
S 0.5620 1.5795 1.6164 0.08
C -0.4232 1.5791 3.1482 -0.74
H -2.0748 -1.2637 -2.5001 0.20
H -0.2432 -1.1608 -3.1390 0.21
H -1.0731 0.3209 -3.0460 0.21
H 0.5749 -0.3468 -0.8145 0.22
H -0.2776 -1.8155 -0.8638 0.22
H -1.5493 -0.4710 0.7921 0.23
H -2.4036 0.2409 -0.5332 0.22
H -0.8211 2.4845 3.3233 0.20
H 0.4248 1.4443 4.0093 0.23
H -1.2750 0.8162 3.3239 0.22
O 3.4356 -5.5570 -2.3147 -0.93
H 3.0464 -5.0022 -3.0150 0.47
H 4.1536 -5.9658 -2.7312 0.46
```

Its HOMO-LUMO gap is 0.352 Eh. The multiplicity is 1. As for the charge: 0. The highest occupied orbital energy is -8.95 eV. Its structure (SMILES) is CCCSSC.O.

*4*
Here is 2 unconnected molecules or ions with the total composition C4H12OS2 from the Open Molecules 2025 dataset. Energies are from wB97M-V/def2-TZVPD.

Structure (XYZ):
```
19
Properties=species:S:1:pos:R:3:nbo_charge:R:1
C 1.3162 1.5269 -0.3502 -0.65
C 1.7964 0.5654 -1.4449 -0.38
S 0.0995 -0.4472 -1.7320 -0.17
S -1.3140 -1.3747 -2.9542 0.10
C -1.6586 -2.8716 -1.8500 -0.49
C -1.5107 -2.6864 -0.3445 -0.64
H 2.0059 1.3923 0.4730 0.21
H 1.5567 2.5145 -0.7538 0.22
H 0.2941 1.5948 -0.0091 0.25
H 2.3586 1.0490 -2.2446 0.22
H 2.4422 -0.1972 -0.9398 0.21
H -0.9099 -3.5745 -2.2082 0.22
H -2.7089 -3.0979 -2.0709 0.23
H -1.5824 -3.7463 -0.0413 0.21
H -0.4787 -2.4111 -0.0619 0.23
H -2.1918 -2.0982 0.3081 0.22
O -0.1577 4.7381 5.4852 -0.95
H 0.0474 4.2705 4.6764 0.48
H 0.5957 4.8535 6.0630 0.48
```

Its HOMO-LUMO gap is 0.273 Eh. The multiplicity is 1. As for the charge: 0. The highest occupied orbital energy is -7.73 eV. Its structure (SMILES) is CCSSCC.O.

Short version: *2* is the most stable of them.

*1*
Here is a single C11H10N2 molecule from the Open Molecules 2025 dataset. Energies are from wB97M-V/def2-TZVPD.

Structure (XYZ):
```
23
Properties=species:S:1:pos:R:3:nbo_charge:R:1
C 0.9445 2.2400 0.2959 -0.43
C 0.6629 0.9787 0.0835 0.18
C -0.7917 0.4200 -0.0569 -0.09
C -0.9820 -0.8232 0.6328 -0.20
C -2.2158 -1.5513 0.6746 -0.21
C -3.3718 -0.9975 -0.0017 -0.21
C -3.1307 0.1960 -0.7268 -0.20
C -1.8767 0.9182 -0.7277 -0.20
N 1.7470 0.0137 -0.0414 -0.36
C 3.0499 0.3444 0.2067 -0.11
C 3.7077 -0.7780 -0.2118 -0.08
N 2.7390 -1.8050 -0.5736 -0.46
C 1.5085 -1.2455 -0.5193 0.15
H 0.1230 2.9828 0.6212 0.23
H 1.9864 2.5367 0.4640 0.20
H -0.1651 -0.9105 1.5202 0.23
H -2.2736 -2.3847 1.3135 0.22
H -4.3644 -1.3711 0.1355 0.22
H -4.0463 0.7029 -1.1946 0.22
H -1.9156 1.8506 -1.2349 0.22
H 3.1033 1.2642 0.7012 0.22
H 4.8409 -0.9970 -0.1861 0.22
H 0.7208 -1.5844 -1.1741 0.24
```

Its HOMO-LUMO gap is 0.341 Eh. The multiplicity is 1. As for the charge: 0. The highest occupied orbital energy is -8.74 eV. Its structure (SMILES) is C=C(c1ccccc1)n1ccnc1.

*2*
Here is a single C11H10N2 molecule from the Open Molecules 2025 dataset. Energies are from wB97M-V/def2-TZVPD.

Structure (XYZ):
```
23
Properties=species:S:1:pos:R:3:nbo_charge:R:1
C -0.0808 1.8404 -1.8852 -0.66
C -0.3013 0.3288 -1.8587 0.29
N -0.6981 -0.1490 -2.9192 -0.47
C -0.7593 -1.4400 -3.2066 0.25
N -0.3585 -2.4284 -2.3728 -0.43
C 0.1026 -1.9653 -1.1857 0.07
C 0.0727 -0.5848 -0.8508 -0.14
C 0.2611 -0.1862 0.5261 -0.05
C 1.1305 -0.9054 1.4007 -0.21
C 1.1098 -0.5689 2.8053 -0.20
C 0.3518 0.4976 3.2751 -0.21
C -0.6446 1.1205 2.5572 -0.21
C -0.6988 0.7825 1.1483 -0.20
H 0.6108 2.0960 -2.7132 0.24
H -0.9706 2.4065 -1.8401 0.23
H 0.2931 2.2038 -0.9140 0.22
H -1.0879 -1.6221 -4.2223 0.19
H 0.4565 -2.7691 -0.4866 0.21
H 1.7006 -1.8449 1.2325 0.23
H 1.7975 -0.9116 3.5564 0.22
H 0.5065 0.8257 4.2676 0.20
H -1.2440 1.9069 3.0024 0.22
H -1.5496 1.3669 0.6837 0.22
```

Its HOMO-LUMO gap is 0.329 Eh. The multiplicity is 1. As for the charge: 0. The highest occupied orbital energy is -8.67 eV. Its structure (SMILES) is Cc1ncncc1-c1ccccc1.

*3*
Here is a single C11H10N2 molecule from the Open Molecules 2025 dataset. Energies are from wB97M-V/def2-TZVPD.

Structure (XYZ):
```
23
Properties=species:S:1:pos:R:3:nbo_charge:R:1
C -0.8349 2.1235 0.9289 -0.65
C -1.4481 0.8014 0.6870 0.28
N -2.6944 0.7868 1.1217 -0.47
C -3.4508 -0.3009 1.0832 0.25
N -2.9342 -1.5360 0.7768 -0.44
C -1.6832 -1.4734 0.3319 0.08
C -0.9231 -0.3884 0.3396 -0.16
C 0.5104 -0.4205 -0.1321 -0.04
C 0.7767 0.4490 -1.1661 -0.20
C 2.0261 0.4174 -1.8844 -0.20
C 2.9795 -0.4787 -1.4182 -0.23
C 2.8044 -1.2581 -0.2728 -0.20
C 1.5785 -1.2051 0.4296 -0.21
H 0.3180 2.0909 0.6371 0.22
H -0.9750 2.2435 1.9821 0.24
H -1.4243 2.8916 0.3881 0.24
H -4.5461 -0.1644 1.1060 0.19
H -1.3213 -2.4099 -0.0305 0.20
H 0.0744 1.1488 -1.5968 0.22
H 2.0609 1.0031 -2.8602 0.23
H 3.9638 -0.5958 -1.8174 0.21
H 3.6995 -1.8068 0.0961 0.22
H 1.4436 -1.9179 1.2705 0.22
```

Its HOMO-LUMO gap is 0.359 Eh. The multiplicity is 1. As for the charge: 0. The highest occupied orbital energy is -9.04 eV. Its structure (SMILES) is Cc1ncncc1-c1ccccc1.

Short version: *3* is the most stable of them.

*1*
Here is a gas-phase ion, C3H6N3O (charge +1) from the Open Molecules 2025 dataset. Energies are from wB97M-V/def2-TZVPD.

Structure (XYZ):
```
13
Properties=species:S:1:pos:R:3:nbo_charge:R:1
C 2.5281 -0.5954 0.0753 0.01
N 1.3596 -0.2213 -0.0487 -0.17
N 0.1076 -0.9618 -0.0248 -0.43
C -0.7284 0.2477 -0.1335 0.37
C -2.1932 0.2757 0.1282 -0.70
N 0.0892 1.2274 -0.0319 0.29
O 0.3995 2.3927 -0.1014 -0.15
H 3.2212 0.1906 0.3407 0.25
H 2.8157 -1.7183 -0.0125 0.24
H 0.1010 -1.8230 -0.6076 0.43
H -2.3784 0.1137 1.2622 0.30
H -2.6953 1.2096 -0.1852 0.28
H -2.6266 -0.3376 -0.6609 0.28
```

Its HOMO-LUMO gap is 0.315 Eh. The multiplicity is 1. As for the charge: +1. The highest occupied orbital energy is -14.43 eV. Its structure (SMILES) is C=N/[NH+]=C(/C)N=O.

*2*
Here is a gas-phase ion, C3H6N3O (charge +1) from the Open Molecules 2025 dataset. Energies are from wB97M-V/def2-TZVPD.

Structure (XYZ):
```
13
Properties=species:S:1:pos:R:3:nbo_charge:R:1
N -1.3338 -0.7139 0.3262 -0.58
N -0.1111 -0.2472 0.1554 -0.09
C 0.0992 1.0947 0.5555 0.39
N -0.2920 2.0348 -0.2181 -0.69
C 0.9345 -1.0181 -0.1523 -0.06
C 2.2428 -0.4487 -0.0081 0.32
O 2.6084 0.6877 0.2962 -0.43
H -1.5574 -1.6541 0.8105 0.45
H -2.0272 0.0524 0.4836 0.41
H -0.8098 1.8019 -1.0721 0.41
H -0.1391 3.0753 0.0059 0.47
H 0.6762 -1.9828 -0.4838 0.25
H 3.0714 -1.1811 -0.0867 0.17
```

Its HOMO-LUMO gap (spin up / spin down) is 0.295 / 0.295 Eh. The multiplicity is 1. As for the charge: +1. The highest occupied orbital energy (spin up / spin down) is -13.79 / -13.78 eV. Its structure (SMILES) is N[N+](=C=[NH2+])/C=C\[O-].

Short version: *2* is the most stable of them.

*1*
Here is a single C2H8NO2P molecule from the Open Molecules 2025 dataset. Energies are from wB97M-V/def2-TZVPD.

Structure (XYZ):
```
14
Properties=species:S:1:pos:R:3:nbo_charge:R:1
C 1.4046 1.1241 -0.8880 -1.01
P 0.2329 -0.1881 -0.2975 2.11
C 0.4365 -0.7837 1.4165 -1.04
O -0.0105 -1.2796 -1.2443 -1.10
O -1.1556 0.6895 -0.0465 -0.69
N -2.3117 0.1023 -0.4767 -0.49
H 0.9374 1.6646 -1.7766 0.28
H 1.6681 1.7146 -0.0068 0.24
H 2.3680 0.7010 -1.3912 0.26
H 0.4643 -1.8583 1.4158 0.26
H 1.2104 -0.2580 1.9899 0.25
H -0.5592 -0.6825 2.0099 0.26
H -2.7065 -0.3420 0.3644 0.32
H -1.9785 -0.6040 -1.0689 0.35
```

Its HOMO-LUMO gap is 0.367 Eh. The multiplicity is 1. As for the charge: 0. The highest occupied orbital energy is -9.26 eV. Its structure (SMILES) is CP(C)(=O)ON.

*2*
Here is a single C2H8NO2P molecule from the Open Molecules 2025 dataset. Energies are from wB97M-V/def2-TZVPD.

Structure (XYZ):
```
14
Properties=species:S:1:pos:R:3:nbo_charge:R:1
C -1.0738 0.2557 0.8892 -0.96
P -0.4118 -0.5723 -0.7439 1.99
C 1.3790 -1.0056 -0.3230 -0.99
O -0.9845 -1.7466 -1.3891 -1.07
N -0.5367 0.8163 -1.7276 -0.70
O 0.4018 1.8731 -1.3958 -0.55
H -0.2707 0.2911 1.5824 0.23
H -1.2614 1.3094 0.6618 0.23
H -1.9895 -0.1033 1.1146 0.25
H 1.8225 -1.5243 -1.1738 0.25
H 1.8443 -0.0442 -0.2131 0.22
H 1.4935 -1.4708 0.6928 0.25
H -0.6018 0.7805 -2.7434 0.40
H 0.2955 1.8205 -0.4859 0.45
```

Its HOMO-LUMO gap is 0.373 Eh. The multiplicity is 1. As for the charge: 0. The highest occupied orbital energy is -9.47 eV. Its structure (SMILES) is CP(C)(=O)NO.

Short version: *1* is the most stable of them.

*1*
Here is 2 unconnected molecules or ions with the total composition C4H13N4O from the Open Molecules 2025 dataset. Energies are from wB97M-V/def2-TZVPD.

Structure (XYZ):
```
22
Properties=species:S:1:pos:R:3:nbo_charge:R:1
C 0.9335 0.5043 3.7810 -0.71
C 0.0304 0.1425 2.6235 0.71
O -0.0280 0.8483 1.6181 -0.70
N -0.7874 -0.9021 2.8509 -0.79
H 1.9334 0.7012 3.3965 0.25
H 1.0147 -0.3495 4.4468 0.22
H -1.3349 -1.2826 2.1033 0.40
H -0.8084 -1.2979 3.7730 0.41
H 0.4314 1.3026 4.3198 0.26
C -0.4735 -1.0910 -3.5512 -0.43
C 0.0776 0.4651 -1.7907 0.68
N 0.2119 -0.4388 -0.8328 -0.77
N 0.1815 0.1184 -3.0783 -0.57
N 0.0058 1.7313 -1.4009 -0.75
H 0.0731 -1.4159 -1.0046 0.41
H 0.0566 -0.0535 0.1046 0.44
H 0.3409 0.8077 -3.7884 0.42
H -0.0005 2.4623 -2.0905 0.42
H 0.1301 1.9818 -0.4269 0.45
H -1.2090 -1.4925 -2.8620 0.21
H 0.2495 -1.8765 -3.7280 0.22
H -1.0289 -0.8654 -4.4634 0.24
```

Its HOMO-LUMO gap is 0.411 Eh. The multiplicity is 1. As for the charge: +1. The highest occupied orbital energy is -13.77 eV.

*2*
Here is 2 unconnected molecules or ions with the total composition C4H13N4O from the Open Molecules 2025 dataset. Energies are from wB97M-V/def2-TZVPD.

Structure (XYZ):
```
22
Properties=species:S:1:pos:R:3:nbo_charge:R:1
C 2.0785 -0.9972 1.5382 -0.42
C -0.1430 -1.8229 0.7637 0.68
N -0.9150 -2.1064 -0.2790 -0.76
N 1.0378 -1.2629 0.5471 -0.56
N -0.5660 -1.9723 2.0190 -0.78
H -0.7096 -1.4752 -1.0381 0.45
H -1.7727 -2.6120 -0.1766 0.42
H 1.2105 -0.7806 -0.3199 0.45
H 0.0250 -2.1976 2.8032 0.42
H -1.4598 -2.3815 2.2431 0.42
H 2.9877 -1.4565 1.1588 0.23
H 1.8515 -1.3413 2.5425 0.21
H 2.2652 0.0726 1.6470 0.22
C -0.9379 2.4140 -2.5545 -0.73
C -0.5609 1.7035 -1.3084 0.71
O -0.2037 0.5253 -1.2394 -0.73
N -0.4367 2.4703 -0.1864 -0.80
H -1.9393 2.8243 -2.5911 0.25
H -0.7659 1.6940 -3.3555 0.25
H -0.1644 2.0453 0.6696 0.40
H -0.6685 3.4433 -0.1569 0.41
H -0.2128 3.2136 -2.7264 0.25
```

Its HOMO-LUMO gap is 0.406 Eh. The multiplicity is 1. As for the charge: +1. The highest occupied orbital energy is -13.67 eV.

*3*
Here is 2 unconnected molecules or ions with the total composition C4H13N4O from the Open Molecules 2025 dataset. Energies are from wB97M-V/def2-TZVPD.

Structure (XYZ):
```
22
Properties=species:S:1:pos:R:3:nbo_charge:R:1
C 0.0577 0.6420 2.3463 -0.44
C -1.6508 -0.6936 1.2203 0.68
N -2.9348 -0.7993 0.7692 -0.80
N -1.2701 0.4134 1.8191 -0.51
N -0.9275 -1.8142 1.2127 -0.76
H -3.2340 -0.0413 0.1905 0.42
H -3.4265 -1.6695 0.7756 0.43
H -1.8640 1.1920 1.6126 0.43
H -0.0536 -2.0449 1.6584 0.44
H -1.3914 -2.6279 0.8526 0.42
H 0.7344 -0.1917 2.1844 0.21
H 0.0409 0.8543 3.4104 0.24
H 0.6015 1.4510 1.8593 0.25
C 2.9653 0.6395 -2.4833 -0.72
C 1.5933 0.7286 -1.8708 0.68
O 1.0402 1.7622 -1.5588 -0.61
N 0.9909 -0.4742 -1.5426 -0.84
H 0.2321 -0.3928 -0.8899 0.37
H 1.4702 -1.3640 -1.4562 0.39
H 3.0002 0.1742 -3.4713 0.25
H 3.5468 -0.0588 -1.8798 0.23
H 3.3745 1.6295 -2.6145 0.26
```

Its HOMO-LUMO gap is 0.351 Eh. The multiplicity is 1. As for the charge: +1. The highest occupied orbital energy is -12.78 eV.

Short version: *1* is the most stable of them.

*1*
Here is 2 unconnected molecules or ions with the total composition C4H9NP from the Open Molecules 2025 dataset. Energies are from wB97M-V/def2-TZVPD.

Structure (XYZ):
```
15
Properties=species:S:1:pos:R:3:nbo_charge:R:1
C 1.1206 1.3406 -0.0698 -0.02
C 0.2548 0.3941 -0.0471 0.01
C 2.6865 -0.6900 -0.0858 -0.43
C -2.4490 -0.7607 0.0742 -0.75
N 1.6492 0.1640 0.4672 -0.38
P -3.8156 0.1641 0.0321 0.61
H 1.6246 2.3062 -0.3815 0.28
H 3.1030 -1.3483 0.6230 0.24
H 2.0916 -1.2691 -0.7494 0.22
H 3.5167 -0.2638 -0.5345 0.23
H -0.8277 0.1176 0.1684 0.31
H -2.3897 -1.8636 -0.1588 0.23
H 1.9179 0.2233 1.4128 0.40
H -3.3777 1.4540 -0.2979 0.02
H -5.1053 0.0316 -0.4529 0.02
```

Its HOMO-LUMO gap is 0.325 Eh. The multiplicity is 1. As for the charge: +1. The highest occupied orbital energy is -12.70 eV.

*2*
Here is 2 unconnected molecules or ions with the total composition C4H9NP from the Open Molecules 2025 dataset. Energies are from wB97M-V/def2-TZVPD.

Structure (XYZ):
```
15
Properties=species:S:1:pos:R:3:nbo_charge:R:1
C 4.7303 0.0448 -0.5445 0.55
C -0.0157 -1.5146 0.9286 -0.94
C 0.1051 1.5107 0.9956 -1.01
C 0.1704 0.1223 -1.6805 -1.01
N 3.6099 -0.1706 -0.4550 -0.55
P 0.5921 0.0022 0.0568 1.42
H -0.2887 -2.3314 0.3190 0.28
H -0.9078 -1.3527 1.6266 0.29
H 0.8321 -1.7190 1.4120 0.25
H 0.9585 2.2796 0.8870 0.29
H 0.2581 1.1812 2.1042 0.28
H -0.9192 1.9758 0.8238 0.30
H 0.7601 -0.6042 -2.1239 0.27
H 0.4875 1.0181 -2.1370 0.28
H -0.9182 0.0456 -1.9784 0.30
```

Its HOMO-LUMO gap (spin up / spin down) is 0.381 / 0.240 Eh. The multiplicity is 1. As for the charge: +1. The highest occupied orbital energy (spin up / spin down) is -17.02 / -14.30 eV.

Short version: *2* is the most stable of them.